Record 1
37
Properties=species:S:1:pos:R:3 method="wB97M-V/def2-TZVPD" lumo_energy_ev="4.4775 / 4.4781" homo_lumo_gap_ev="5.69 / 5.88" charge=-2 spin_multiplicity=2 e_above_lowest_ev=0.604
Co 0.099 0.187 -0.201
S 0.681 -2.142 -0.869
S -1.374 0.084 -2.059
F -2.874 4.608 0.007
F -1.239 2.913 4.055
O 3.108 3.018 -1.519
O 1.329 1.781 -0.943
N 0.452 -0.309 1.794
N 0.897 -4.119 -4.027
N 3.001 0.038 0.313
N -1.676 -1.474 -5.417
N 3.441 1.292 -0.134
C -0.768 -1.237 -2.990
C 1.343 -1.620 3.567
C 0.863 -0.700 4.487
C -1.265 -1.364 -4.347
C -2.176 3.624 0.666
C -0.796 1.686 2.029
C 0.531 -3.245 -3.371
C -0.033 0.586 2.673
C -1.366 2.768 2.693
C -2.072 3.755 2.046
C 0.168 0.411 4.047
C -1.622 2.593 -0.045
C 2.546 2.077 -0.936
C 1.112 -1.378 2.224
C 0.102 -2.164 -2.514
C -0.917 1.582 0.627
H -1.706 2.576 -1.123
H 1.024 -0.844 5.550
H 1.460 -2.055 1.455
H 3.465 -0.202 1.179
H 3.080 -0.715 -0.367
H -0.220 1.133 4.745
H 4.352 1.314 -0.587
H -2.499 4.590 2.581
H 1.883 -2.507 3.869

Record 2
102
Properties=species:S:1:pos:R:3 method="wB97M-V/def2-TZVPD" lumo_energy_ev="0.1670 / -1.1848" homo_lumo_gap_ev="7.75 / 6.97" spin_multiplicity=2 e_above_lowest_ev=0.468
As 1.671 -0.341 -2.238
As 3.812 -4.596 -4.438
As -1.044 -2.382 -1.476
Si -1.507 -3.480 3.377
Na -0.272 0.149 0.125
N 1.772 0.564 0.846
N 1.976 1.882 1.103
N 1.829 4.334 0.838
N 0.635 2.899 -0.900
N -0.261 3.061 1.419
N 2.911 4.620 0.065
N -0.347 2.000 -1.212
N -0.821 1.881 1.787
C 1.782 5.152 1.913
C -0.819 2.359 -2.395
C 2.730 -1.596 1.533
C 0.457 -3.573 -1.947
C 1.592 0.353 -4.078
C -2.764 -2.447 4.261
C 3.360 0.544 -1.808
C 2.375 -4.557 -3.084
C -1.914 1.577 -3.047
C 1.551 -3.255 -2.988
C 2.837 6.026 1.824
C -1.144 4.068 1.572
C -2.953 1.081 2.695
C 4.764 6.223 0.062
C -2.273 -3.800 -0.924
C 2.480 -2.119 -2.545
C 2.639 -0.103 1.596
C -2.046 2.168 2.209
C -0.004 -3.712 4.433
C -1.010 -2.662 1.817
C 3.516 5.643 0.647
C -0.675 -2.155 0.755
C 0.752 3.812 -1.887
C -2.237 -5.123 2.924
C 4.692 -6.189 -3.709
C -0.151 3.501 -2.875
C 0.935 -2.955 -4.356
C -2.304 3.545 2.096
C 2.954 2.029 2.021
C 3.418 0.782 2.361
C -2.050 -2.076 -3.180
C 2.829 -5.537 -5.849
B 1.060 3.035 0.601
H -1.768 -4.445 -0.211
H 3.175 1.597 -1.597
H -1.598 1.167 -4.010
H 3.759 -1.914 1.349
H 3.300 -2.006 -3.259
H 5.422 -6.558 -4.429
H -3.204 -3.022 5.081
H 0.647 0.124 -4.569
H 3.963 -6.973 -3.501
H 4.209 0.543 3.052
H 0.911 -3.798 -0.979
H 4.917 7.246 0.407
H 2.095 -1.992 0.740
H 2.397 -2.058 2.465
H -0.071 -4.475 -2.268
H -3.804 1.495 3.236
H -2.530 -5.663 3.829
H 2.233 -6.350 -5.430
H 1.682 1.438 -4.007
H -2.584 -4.361 -1.805
H -2.070 -3.035 -3.696
H 1.473 4.607 -1.810
H -3.349 0.483 1.869
H 1.719 -5.409 -3.291
H 3.267 3.006 2.352
H 4.712 6.230 -1.026
H 3.550 -5.950 -6.555
H -2.309 -1.550 4.684
H -2.787 2.205 -3.231
H -3.203 4.076 2.363
H 2.178 -4.849 -6.384
H -0.308 4.021 -3.806
H -0.254 -4.268 5.342
H -3.123 -5.004 2.296
H 4.033 0.446 -2.660
H 3.803 0.089 -0.924
H 5.214 -5.927 -2.790
H 1.020 5.041 2.666
H -2.227 0.752 -2.408
H 3.089 6.820 2.507
H -3.569 -2.137 3.591
H 2.933 -2.381 -1.583
H 0.323 -2.056 -4.346
H 2.859 -4.750 -2.123
H 1.716 -2.789 -5.102
H -3.140 -3.353 -0.441
H 0.770 -4.265 3.895
H -1.516 -5.739 2.380
H -3.056 -1.777 -2.891
H 0.414 -2.746 4.728
H 0.312 -3.786 -4.698
H -2.419 0.404 3.359
H 5.641 5.640 0.348
H -0.891 5.078 1.295
H -1.601 -1.306 -3.799
H 2.419 -0.042 -4.671

Record 3
141
Properties=species:S:1:pos:R:3 method="wB97M-V/def2-TZVPD" lumo_energy_ev="-1.4451 / -1.5856" homo_lumo_gap_ev="5.67 / 5.33" spin_multiplicity=2 e_above_lowest_ev=0.246
Te 0.021 0.426 3.606
Rh -0.351 0.290 -0.586
S -1.316 -0.642 -2.443
S 2.460 -1.618 -1.494
Si -2.182 -0.431 -4.318
O -2.243 -1.882 -5.070
O 1.548 -2.726 -1.472
O -3.679 0.214 -4.028
O 0.085 -1.870 3.048
O 3.214 -1.378 -2.694
O -1.403 0.615 -5.309
N -4.152 2.939 0.429
N -0.243 -0.385 1.390
N -2.148 1.425 -0.089
N 1.642 -0.306 -1.053
N 1.154 1.868 -1.224
C -0.139 0.517 -5.994
C 0.902 -0.165 -5.115
C -4.317 2.189 -5.231
C 2.072 2.181 1.855
C -1.147 -3.827 -4.163
C 6.418 -3.203 2.795
C 3.637 -1.936 -0.215
C -2.941 -3.976 -5.896
C -3.407 0.817 -0.616
C -4.654 0.730 -4.944
C -1.959 2.753 -0.712
C 0.331 1.521 6.398
C 6.427 0.545 3.685
C -3.516 2.516 1.670
C 2.125 0.957 -1.339
C -0.167 -1.589 1.806
C 3.712 2.672 -1.844
C -1.474 -1.808 5.735
C 5.886 -2.410 0.465
C 5.450 -2.721 1.746
C 4.233 -0.395 4.494
C 2.810 1.246 2.771
C -2.461 -3.238 -4.655
C -3.176 3.662 -0.386
C 4.091 -2.611 2.036
C -3.526 -3.298 -3.564
C -0.954 -0.556 6.398
C -0.459 -2.778 0.907
C -0.166 0.385 5.740
C 1.430 3.161 -1.420
C 4.985 -2.029 -0.523
C 2.136 0.369 3.635
C 4.194 1.272 2.795
C -2.298 1.604 1.368
C 2.206 -1.492 5.423
C -0.801 0.768 8.424
C 3.187 -2.212 1.072
C 0.274 1.948 -6.294
C 4.924 0.468 3.662
C -5.996 0.615 -4.239
C -4.662 -0.080 -6.237
C 3.441 1.336 -1.666
C 2.840 -0.478 4.500
C 2.692 3.619 -1.717
C -0.355 -0.268 -7.282
C -1.169 1.013 9.863
C -4.601 1.753 -0.301
C -1.254 -0.349 7.744
C 1.194 2.574 5.740
C -0.004 1.680 7.736
H 1.306 -1.918 4.984
H 4.205 0.583 -1.775
H 2.754 2.648 1.145
H 0.717 2.976 4.842
H -5.081 2.088 -1.221
H -3.293 0.658 -1.681
H 1.941 -1.040 6.380
H -4.331 2.766 -4.303
H -4.826 -1.137 -6.020
H -6.793 1.041 -4.851
H -1.837 2.599 -1.784
H -6.224 -0.434 -4.038
H 2.905 -2.305 5.616
H 4.720 2.989 -2.084
H -0.495 2.443 -6.891
H 3.734 -2.851 3.030
H 2.877 4.675 -1.856
H -3.884 -3.552 -6.250
H 0.596 3.848 -1.344
H 7.390 -2.720 2.691
H 0.984 0.340 -4.151
H 1.581 2.977 2.426
H -3.704 0.015 -6.754
H -1.424 -2.615 0.427
H -2.201 -3.886 -6.694
H -1.061 0.255 -7.931
H -3.317 2.257 -5.663
H 2.160 2.166 5.442
H 1.306 1.651 1.292
H -0.772 -3.286 -3.293
H -1.735 1.942 9.961
H -5.038 2.622 -5.928
H -3.752 -4.338 -3.318
H 0.289 -2.856 0.123
H 6.941 -2.485 0.223
H -1.779 0.201 10.257
H -2.539 -1.934 5.936
H -2.864 4.550 0.167
H 0.399 2.502 -5.361
H -4.260 1.990 2.271
H 1.366 3.398 6.429
H -2.411 0.618 1.811
H 1.879 -0.147 -5.604
H -3.518 -0.162 -0.150
H -1.327 -1.804 4.656
H -3.672 3.993 -1.298
H -5.455 0.271 -6.900
H -0.479 -3.689 1.499
H 0.633 -1.206 -4.920
H 6.037 -3.009 3.799
H 6.575 -4.280 2.702
H -1.374 2.037 1.745
H -1.864 -1.081 8.263
H -0.390 -3.776 -4.949
H -1.290 -4.875 -3.883
H 1.216 1.966 -6.846
H 0.591 -0.389 -7.816
H 6.850 -0.169 4.390
H 6.835 0.339 2.693
H -0.761 -1.254 -7.049
H 2.136 -2.129 1.306
H -1.036 3.170 -0.312
H 4.716 1.944 2.120
H -5.960 1.143 -3.283
H 4.787 -1.046 5.164
H 5.312 -1.820 -1.534
H 0.364 2.559 8.255
H -3.174 -2.792 -2.662
H 6.756 1.545 3.975
H -0.960 -2.687 6.130
H -4.442 -2.807 -3.901
H -3.211 3.407 2.221
H -5.355 1.247 0.304
H -0.277 1.106 10.485
H -3.093 -5.034 -5.672

Record 4
88
Properties=species:S:1:pos:R:3 method="wB97M-V/def2-TZVPD" lumo_energy_ev="-2.7001 / -4.5465" homo_lumo_gap_ev="6.46 / 6.44" charge=+1 spin_multiplicity=4 e_above_lowest_ev=1.405
W 4.543 19.062 11.594
As 2.346 18.332 12.669
As -0.189 15.704 12.637
Cl 4.432 21.854 14.535
Cl 0.028 23.642 10.452
Cl 2.609 21.883 9.601
Cl 1.764 23.430 15.539
Cl -0.232 24.393 13.474
S 7.035 20.484 7.986
S 6.493 18.357 14.444
S 6.032 14.745 10.471
O 3.554 16.076 15.691
O -0.356 17.772 9.155
O 8.664 20.267 13.859
O 0.162 16.125 16.253
O 1.180 14.179 15.583
O 8.373 18.464 12.389
O 3.363 18.303 15.469
O 2.516 16.877 8.885
O 3.308 18.647 9.840
O 4.146 20.913 11.712
O -1.520 16.106 10.219
N 5.978 19.506 10.056
N 5.244 17.092 10.892
N 6.272 21.899 10.275
N 4.578 15.490 12.500
C 3.079 22.162 13.508
C -2.493 16.192 9.202
C 10.441 21.371 12.368
C 0.795 15.558 15.401
C 2.433 17.720 9.930
C 11.172 21.274 11.171
C 9.462 20.423 12.722
C -0.493 16.976 10.044
C -1.695 16.622 13.516
C 4.137 16.297 17.018
C 6.773 18.798 8.039
C 1.155 23.032 11.638
C 5.181 15.894 11.426
C 1.995 22.906 13.919
C 10.030 19.230 10.645
C 6.497 15.935 9.312
C 5.557 18.719 13.066
C 0.910 19.517 13.184
C 0.456 16.825 11.212
C 6.333 20.710 9.579
C 11.009 20.200 10.386
C 2.232 22.250 11.249
C 6.263 18.436 9.239
C 1.108 16.203 14.072
C 2.213 16.973 13.989
C 1.735 17.430 11.075
C 1.967 13.416 14.709
C 3.072 17.224 15.142
C 1.029 23.328 12.976
C 9.287 19.362 11.831
C 2.070 15.531 9.093
C 3.165 21.753 12.206
C 6.053 17.114 9.771
B 7.980 19.115 13.582
H 10.685 22.233 13.023
H 2.807 13.037 15.301
H 1.139 20.013 14.070
H 2.387 15.203 10.136
H -1.994 16.165 8.238
H 11.861 22.077 10.899
H 1.020 15.379 9.001
H 7.044 22.487 10.132
H 7.210 15.729 8.546
H -3.162 15.414 9.393
H 3.475 16.847 17.745
H -1.896 15.999 14.393
H 2.516 14.921 8.225
H 4.171 16.239 13.071
H -1.466 17.655 13.706
H 4.672 14.543 12.925
H 11.695 20.170 9.524
H -2.960 17.135 9.256
H 1.376 12.540 14.420
H 0.027 18.984 13.535
H 5.081 16.817 16.956
H 2.246 14.034 13.819
H 7.143 18.218 7.191
H 0.682 20.034 12.277
H -2.642 16.481 13.016
H 4.312 15.264 17.471
H 5.973 21.849 11.228
H 9.829 18.323 10.100

Record 5
10
Properties=species:S:1:pos:R:3 method="wB97M-V/def2-TZVPD" lumo_energy_ev=4.2303 homo_lumo_gap_ev=7.62 charge=-1 spin_multiplicity=1 e_above_lowest_ev=0.000 smiles="[O-]P1N=CC=CO1"
P -1.117 -0.583 1.486
O -2.388 -0.339 0.859
O -0.280 1.294 1.287
N -0.304 -1.393 0.401
C 0.768 0.238 -0.690
C 0.304 1.248 0.131
C 0.381 -1.149 -0.639
H 1.425 0.680 -1.362
H 0.593 2.175 -0.356
H 0.617 -2.171 -1.117

no.,strongest force on any atom (eV/A)
1,1.18
2,0.72
3,1.70
4,3.78
5,4.75